ORCA calculation (wB97M-V/def2-TZVPD) on a molecular structure, C22H20N4OPd.

Results
HOMO (spin up / spin down)	-8.27 / -11.16	eV
orbital gap (spin up / spin down)	5.2 / 6.6	eV
E_tot	-1272.18361	a.u.
expectation value of S²	3.777

Structure (ORCA input):
```
! wB97M-V def2-TZVPD RIJCOSX def2/J DEFGRID3
* xyz 1 4
Pd 1.40 0.10 -0.36
C 4.22 -0.80 1.01
C 3.34 -0.20 2.05
C 3.70 -0.14 3.38
C 2.80 0.39 4.30
C 1.61 0.95 3.89
C 1.31 0.91 2.53
N 2.19 0.37 1.64
C -0.02 1.31 1.97
C -1.05 1.94 2.67
C -2.22 2.23 1.92
C -2.26 2.17 0.57
C -1.15 1.59 -0.11
N -0.09 1.08 0.64
C -1.11 1.29 -1.50
C -2.05 1.65 -2.48
C -1.94 1.20 -3.77
C -0.78 0.51 -4.13
C 0.17 0.19 -3.20
C 1.43 -0.57 -3.55
N 0.01 0.53 -1.93
H 3.89 -0.35 0.04
H 4.10 -1.87 0.95
H 5.26 -0.50 1.26
H 4.56 -0.66 3.71
H 3.11 0.44 5.33
H 0.92 1.36 4.58
H -1.02 2.11 3.74
H -3.04 2.72 2.47
H -3.14 2.49 0.03
H -2.95 2.23 -2.22
H -2.67 1.44 -4.51
H -0.62 0.20 -5.13
H 1.38 -0.88 -4.58
H 1.57 -1.40 -2.86
H 2.30 0.10 -3.42
O 0.62 -1.94 0.13
N -0.67 -2.05 -0.17
C -1.49 -1.92 0.88
C -2.82 -1.87 0.60
C -3.33 -1.94 -0.68
C -2.48 -2.14 -1.73
C -1.10 -2.20 -1.44
H -0.98 -1.83 1.81
H -3.49 -1.82 1.45
H -4.36 -1.83 -0.87
H -2.76 -2.28 -2.72
H -0.32 -2.31 -2.18
*
```

Atom charges from the Mulliken analysis, given in e for atoms 1 to 5: number 1, Pd, carries 0.574; number 2, C, carries -1.213; number 3, C, carries 0.857; number 4, C, carries -0.784; number 5, C, carries -0.456

***

ORCA calculation (wB97M-V/def2-TZVPD) on a molecular structure, C22H20N7NaO2S4.

Results
HOMO	-1.25	eV
relative energy (zero: lowest compared OMol25 entry of this formula, charge and spin)	0.0	kJ/mol
orbital gap	5.2	eV
E_tot	-3139.31769	a.u.

Structure (ORCA input):
```
! wB97M-V def2-TZVPD RIJCOSX def2/J DEFGRID3
* xyz -2 1
Na 0.01 -0.55 0.04
N 4.09 -3.37 0.27
C 3.15 -2.37 0.44
S 1.72 -2.76 1.29
N 3.54 -1.21 -0.05
N 2.61 -0.22 0.04
C 3.09 0.96 -0.06
C 2.25 2.15 0.03
C 2.87 3.40 0.14
C 2.10 4.54 0.26
C 0.72 4.40 0.26
C 0.18 3.12 0.14
N 0.92 2.02 0.02
H 4.01 -4.12 0.93
H 5.02 -3.03 0.08
H 4.16 1.11 -0.19
H 3.96 3.45 0.14
H 2.56 5.51 0.36
H 0.06 5.25 0.36
H -0.89 2.98 0.13
O -3.33 2.90 3.62
C -2.48 2.20 4.38
C -2.46 2.46 5.76
C -1.60 1.78 6.60
C -0.73 0.83 6.08
C -0.74 0.56 4.72
C -1.60 1.23 3.86
C -1.54 0.85 2.40
O -0.72 0.00 2.03
N -2.44 1.50 1.62
N -2.37 1.10 0.30
C -3.19 1.69 -0.46
S -3.19 1.39 -2.20
C -4.91 1.93 -2.37
C -5.10 3.18 -1.53
S -4.40 2.87 0.11
H -3.15 2.60 2.67
H -3.15 3.21 6.14
H -1.60 2.00 7.66
H -0.05 0.30 6.73
H -0.08 -0.17 4.28
H -5.58 1.13 -2.04
H -5.10 2.12 -3.43
H -6.15 3.43 -1.41
H -4.59 4.03 -2.00
S -0.50 -1.06 -3.53
C -1.81 -1.66 -2.61
C -2.99 -2.15 -3.24
C -4.07 -2.54 -2.49
C -4.01 -2.46 -1.09
C -2.82 -2.00 -0.55
N -1.76 -1.62 -1.25
H -3.01 -2.19 -4.32
H -4.97 -2.91 -2.98
H -4.84 -2.74 -0.46
H -2.71 -1.91 0.53
*
```

Atom charges from the Mulliken analysis, given in e for atoms 1 to 5: number 1, Na, carries 0.822; number 2, N, carries -0.505; number 3, C, carries 0.403; number 4, S, carries -0.520; number 5, N, carries -1.187

***

ORCA calculation (wB97M-V/def2-TZVPD) on 2 unconnected molecules or ions with the total composition C22H20N8O4.

Results
HOMO	-8.70	eV
orbital gap	6.2	eV
E_tot	-1589.01343	a.u.

Structure (ORCA input):
```
! wB97M-V def2-TZVPD RIJCOSX def2/J DEFGRID3
* xyz 0 1
N 0.60 0.14 -1.29
N 0.23 -0.46 -0.39
N 0.07 -1.15 0.64
C -1.31 -1.43 0.98
C -1.33 -1.85 2.45
C -2.50 -1.79 3.20
C -2.47 -2.14 4.55
C -1.28 -2.57 5.15
C -0.12 -2.67 4.38
C -0.15 -2.30 3.03
C -2.17 -0.21 0.72
C -1.67 1.03 1.09
C -2.42 2.18 0.82
C -3.68 2.08 0.21
C -4.21 0.81 -0.06
C -3.47 -0.34 0.23
C -1.75 -2.60 0.08
C -0.78 -3.79 0.20
C -0.75 -4.40 -1.20
C -1.27 -3.30 -2.15
N -1.74 -2.25 -1.30
H -3.43 -1.45 2.73
H -3.38 -2.07 5.14
H -1.25 -2.83 6.21
H 0.82 -3.00 4.81
H 0.76 -2.35 2.42
H -0.72 1.10 1.64
H -2.01 3.16 1.10
H -4.26 2.97 -0.02
H -5.21 0.69 -0.48
H -3.93 -1.32 0.10
H -2.77 -2.89 0.41
H 0.20 -3.37 0.43
H -1.08 -4.45 1.02
H 0.25 -4.71 -1.49
H -1.42 -5.26 -1.24
H -0.45 -2.92 -2.79
H -2.04 -3.69 -2.84
H -2.44 -1.60 -1.65
O -0.40 0.80 -4.57
N -1.58 1.20 -4.45
C -2.63 0.23 -4.40
C -2.35 -1.15 -4.45
C -3.42 -1.94 -4.82
N -3.54 -3.30 -5.06
O -2.72 -4.21 -5.07
O -4.91 -3.57 -5.32
N -5.66 -2.38 -5.27
C -4.75 -1.40 -4.97
N -5.02 -0.11 -4.83
C -3.98 0.68 -4.56
O -1.88 2.42 -4.43
H -1.36 -1.57 -4.38
H -4.17 1.75 -4.49
*
```

Atom charges from the Mulliken analysis, given in e for atoms 1 to 5: number 1, N, carries -0.925; number 2, N, carries 0.516; number 3, N, carries -0.332; number 4, C, carries 3.441; number 5, C, carries -1.026

***

ORCA calculation (wB97M-V/def2-TZVPD) on a molecular structure, C22H21AsBrClN2O8Re.

Results
HOMO (spin up / spin down)	-13.83 / -13.94	eV
orbital gap (spin up / spin down)	5.6 / 6.1	eV
E_tot	-6910.02654	a.u.
expectation value of S²	0.806

Structure (ORCA input):
```
! wB97M-V def2-TZVPD RIJCOSX def2/J DEFGRID3
* xyz 2 2
Re 0.63 -1.00 0.38
Cl 7.76 -2.74 0.73
C 6.18 -2.10 0.84
C 5.87 -1.18 1.86
C 4.61 -0.68 1.98
C 3.57 -1.05 1.09
O 2.40 -0.57 1.27
C 3.90 -1.97 0.02
C 2.94 -2.34 -0.97
O 1.76 -1.96 -1.03
C 5.21 -2.48 -0.07
H 6.64 -0.87 2.55
H 4.34 0.00 2.78
H 3.28 -3.00 -1.77
H 5.44 -3.18 -0.85
O -2.96 0.01 5.27
C -2.18 -0.06 4.22
C -2.03 0.98 3.28
C -1.19 0.79 2.20
N -0.54 -0.35 1.98
C -0.69 -1.34 2.88
Br 0.29 -2.89 2.34
C -1.46 -1.25 4.01
H -3.44 0.84 5.36
H -2.54 1.91 3.39
H -1.04 1.58 1.47
H -1.54 -2.05 4.73
C 1.03 0.76 -3.38
As 0.91 1.83 -1.76
C 2.67 2.58 -1.29
C -0.40 3.27 -1.83
O 0.33 0.88 -0.49
H 1.39 1.39 -4.20
H 0.04 0.36 -3.62
H 1.72 -0.07 -3.21
H 2.71 3.60 -1.64
H 3.47 2.01 -1.76
H 2.80 2.57 -0.20
H 0.09 4.22 -2.05
H -0.91 3.33 -0.87
H -1.15 3.07 -2.60
O -0.88 -1.71 -2.68
C -1.50 -1.56 -1.66
O -1.07 -1.70 -0.46
C -2.92 -1.02 -1.65
C -4.03 -1.60 -2.23
C -5.27 -0.98 -2.10
C -5.39 0.22 -1.42
C -4.26 0.80 -0.87
C -3.02 0.18 -0.96
N -4.33 2.06 -0.16
O -3.27 2.51 0.25
O -5.40 2.57 -0.01
H -3.95 -2.54 -2.75
H -6.14 -1.44 -2.53
H -6.34 0.72 -1.32
H -2.15 0.63 -0.50
*
```

Atom charges from the Mulliken analysis, given in e for atoms 1 to 5: number 1, Re, carries 1.649; number 2, Cl, carries -0.154; number 3, C, carries 0.120; number 4, C, carries -0.526; number 5, C, carries -0.668